The following is a DFT calculation (ωB97M-V/def2-TZVPD) of 7 unconnected molecules or ions with the total composition C5H23N2O7 at a distorted geometry.

## Properties
Energy: -22863.728 eV
Total charge: +1

```
37
C5H23N2O7, DFT ωB97M-V/def2-TZVPD
O -1.27 -2.04 1.98
C -0.15 -1.72 1.55
N 1.02 -2.25 2.03
C 0.12 -1.01 0.25
N -1.10 -0.49 -0.37
C -1.27 -0.96 -1.75
C -0.44 -2.30 -1.82
C 0.70 -1.90 -0.88
H 1.95 -1.95 1.81
H 1.14 -2.72 2.94
H 0.78 -0.05 0.53
H -1.83 -0.75 0.35
H -1.14 0.69 -0.37
H -2.32 -0.84 -1.95
H -0.88 -0.09 -2.57
H -0.09 -2.56 -2.92
H -0.97 -3.09 -1.39
H 1.34 -2.78 -0.44
H 1.48 -1.44 -1.45
H 3.79 -1.43 0.43
H 3.56 -0.15 1.28
O 3.94 -0.95 1.32
H -0.76 2.51 -1.15
H -2.23 2.22 -1.41
O -1.38 1.88 -1.50
H 0.15 1.71 3.14
H -1.26 1.59 3.47
O -0.67 1.79 2.72
H 1.43 2.26 -2.02
H 1.45 1.45 -3.23
O 1.60 1.46 -2.38
H -2.50 1.34 1.27
H -3.98 1.20 0.96
O -3.09 1.03 0.55
H 1.65 3.64 0.16
H 0.40 3.48 0.84
O 0.82 3.21 0.02
```



The following is a DFT calculation (ωB97M-V/def2-TZVPD) of 7 unconnected molecules or ions with the total composition C5H23NO8 at a distorted geometry.

## Properties
Energy: -23425.226 eV
Structure (SMILES): CC(C)[C@@H](N)C(=O)O.O.O.O.O.O.O

```
37
C5H23NO8, DFT ωB97M-V/def2-TZVPD
C 2.02 -0.31 -0.73
C 2.35 0.76 0.37
C 2.45 2.10 -0.29
C 1.39 0.83 1.59
N -0.14 0.81 1.05
C 1.31 -0.58 2.30
O 1.11 -1.75 1.94
O 1.84 -0.49 3.57
H 1.51 -1.22 -0.30
H 1.34 -0.21 -1.68
H 2.83 -0.61 -1.32
H 3.31 0.28 0.70
H 2.85 1.87 -1.34
H 1.45 2.47 -0.63
H 3.18 2.72 0.31
H 1.42 1.68 2.28
H -0.65 1.64 1.13
H -0.09 0.25 0.18
H 2.02 -1.40 3.98
O -0.33 -2.55 -0.40
H 0.46 -3.05 -0.66
H 0.11 -2.20 0.36
O -1.84 0.42 -2.95
H -1.93 -0.17 -3.71
H -1.28 -0.05 -2.33
O -0.08 -0.98 -2.52
H -0.29 -1.68 -2.00
H 0.59 -1.21 -3.32
O -4.23 0.33 -1.24
H -4.37 1.30 -1.47
H -3.25 0.29 -1.53
O -2.29 2.71 0.03
H -3.03 3.08 0.52
H -2.58 1.83 -0.02
O -2.66 -2.31 2.95
H -2.77 -2.15 2.05
H -1.76 -2.49 3.13
```



The following is a DFT calculation (ωB97M-V/def2-TZVPD) of a molecular structure, C5H24BNaO5 at a distorted geometry.

## Properties
Energy: -20899.577 eV

```
36
C5H24BNaO5, DFT ωB97M-V/def2-TZVPD
Na -0.46 0.00 3.01
B -0.45 -0.04 0.34
H -1.33 0.37 0.81
H -0.11 -0.99 0.72
H -0.69 -0.37 -0.66
H 0.36 0.67 0.35
C 3.13 0.35 3.02
O 1.98 1.10 2.75
H 2.89 -0.50 3.66
H 3.56 0.06 2.06
H 3.87 0.89 3.61
H 2.24 1.95 2.38
C -4.10 -1.05 -0.72
O -4.08 -0.44 0.59
H -3.20 -1.25 -1.29
H -4.41 -2.05 -0.44
H -4.92 -0.58 -1.27
H -3.18 -0.14 0.75
C -2.65 2.27 -1.57
O -1.25 2.23 -1.70
H -2.89 2.26 -0.50
H -3.07 3.23 -1.89
H -3.29 1.53 -2.04
H -0.93 1.37 -1.41
C 1.05 -3.32 -0.06
O 1.05 -2.17 -0.93
H 1.23 -4.23 -0.63
H 1.86 -3.23 0.67
H 0.09 -3.37 0.46
H 0.41 -1.58 -0.51
C 3.19 1.31 -1.60
O 2.27 0.30 -1.78
H 4.12 0.91 -1.99
H 2.91 2.15 -2.23
H 3.28 1.59 -0.55
H 1.52 0.77 -1.40
```



The following is a DFT calculation (ωB97M-V/def2-TZVPD) of 6 unconnected molecules or ions with the total composition C5H24N3O5 at a distorted geometry.

## Properties
Energy: -20275.265 eV
Total charge: +1

```
37
C5H24N3O5, DFT ωB97M-V/def2-TZVPD
C 2.42 -0.94 1.66
C 1.28 -0.45 0.63
C 0.12 -1.38 0.74
C -0.73 -1.32 2.08
N -2.87 0.42 0.83
C -2.95 -0.90 1.27
N -2.13 -1.58 1.91
N 1.63 -0.45 -0.79
H 3.11 -1.68 1.26
H 1.87 -1.23 2.57
H 3.04 -0.12 2.02
H 0.98 0.51 1.10
H -0.52 -1.24 -0.13
H 0.46 -2.43 0.58
H -0.54 -0.43 2.77
H -0.21 -2.09 2.68
H -2.00 0.86 0.60
H -3.46 0.73 0.08
H -4.09 -1.10 1.31
H 2.45 0.16 -1.09
H 1.80 -1.42 -1.15
H 0.78 -0.12 -1.30
H -0.05 -3.06 -1.21
H -0.46 -3.58 -2.71
O -0.10 -2.87 -2.13
H 1.57 1.43 -3.11
H 0.90 0.49 -4.13
O 1.55 0.57 -3.47
H -0.92 3.15 1.03
H -0.30 2.24 2.11
O -0.12 2.65 1.26
H -1.58 3.37 -1.31
H -1.72 2.45 -2.29
O -1.34 2.42 -1.40
H 2.83 2.85 -0.68
H 1.58 2.42 0.06
O 2.19 2.11 -0.60
```



The following is a DFT calculation (ωB97M-V/def2-TZVPD) of 8 unconnected molecules or ions with the total composition C5H24NO9 at a distorted geometry.

## Properties
Energy: -25491.711 eV
Total charge: -1

```
39
C5H24NO9, DFT ωB97M-V/def2-TZVPD
O -0.99 1.11 -1.62
C -0.43 0.17 -1.00
O -0.86 -0.17 0.12
C 0.96 -0.35 -1.47
C 1.83 -0.37 -0.25
C 1.81 -1.75 0.39
C 3.27 0.03 -0.70
N 1.48 0.34 -2.64
H 0.94 -1.35 -1.87
H 1.40 0.38 0.34
H 2.35 -1.76 1.32
H 2.41 -2.49 -0.04
H 0.75 -2.33 0.51
H 3.43 1.02 -1.02
H 3.94 -0.72 -1.20
H 4.03 -0.07 0.22
H 0.95 1.25 -2.91
H 2.48 0.17 -2.94
H -1.00 -1.94 -0.85
H -1.69 -3.35 -0.91
O -0.81 -2.92 -0.91
H -0.23 2.93 -1.40
H -0.80 3.31 -0.04
O -0.17 3.61 -0.65
H -1.18 -0.27 3.57
H -0.94 -0.02 2.00
O -0.63 0.03 2.85
H 0.27 1.34 2.76
H 1.01 1.68 1.40
O 0.79 2.07 2.30
H -1.99 1.26 0.30
H -1.88 1.98 1.62
O -2.42 1.95 0.78
H 0.08 -1.64 2.14
H 0.04 -3.23 2.05
O 0.22 -2.52 2.47
H -2.39 -0.94 -0.68
H -2.98 -0.37 -1.81
O -3.13 -1.11 -1.09
```



The following is a DFT calculation (ωB97M-V/def2-TZVPD) of 7 unconnected molecules or ions with the total composition C5H25N2O6 at a distorted geometry.

## Properties
Energy: -20851.195 eV
Total charge: +1

```
38
C5H25N2O6, DFT ωB97M-V/def2-TZVPD
C 3.00 -1.62 2.94
C 1.91 -0.94 2.11
C 1.97 -1.38 0.63
C 0.82 -0.90 -0.15
C 0.97 -0.55 -1.45
N -0.17 -0.06 -2.25
N 2.01 0.55 2.19
H 4.04 -1.36 2.54
H 2.98 -1.38 3.98
H 2.87 -2.74 2.89
H 0.88 -1.22 2.54
H 2.96 -1.10 0.21
H 1.99 -2.52 0.55
H -0.11 -0.81 0.38
H 1.89 -0.61 -2.02
H -0.66 -0.83 -2.82
H -0.96 0.33 -1.63
H 0.13 0.70 -2.86
H 2.87 0.88 1.75
H 2.01 0.82 3.17
H -2.61 -0.86 -0.30
H -3.65 -1.98 -0.05
O -2.79 -1.84 -0.43
H -2.70 1.42 -0.46
H -1.38 1.18 0.30
O -2.04 0.73 -0.30
H 0.29 2.30 -0.82
H 0.63 3.30 -1.94
O 0.30 2.40 -1.71
H 0.71 1.35 1.32
H -0.10 2.66 1.55
O 0.03 1.94 0.90
H -2.21 -2.20 -2.04
H -2.27 -2.62 -3.49
O -1.71 -2.18 -2.86
H -3.66 3.36 -1.43
H -4.41 3.10 -0.17
O -3.82 2.70 -0.77
```